{"formula": "C45H68N2O5STi", "method": "ωB97M-V/def2-TZVPD", "orbital_gap_ev": [3.959, 4.937], "charge": -2, "s_squared": 2.03, "largest_force_ev_per_a": 0.72, "relative_energy_kj_mol": 234.33, "e_tot_ev": -94939.362, "spin_multiplicity": 3, "symbols": ["Ti", "C", "O", "C", "C", "C", "C", "C", "C", "O", "C", "O", "C", "H", "H", "H", "H", "H", "H", "H", "H", "H", "C", "C", "C", "C", "C", "C", "C", "C", "C", "C", "C", "C", "N", "C", "C", "N", "C", "C", "C", "C", "C", "C", "C", "C", "C", "C", "C", "C", "H", "H", "H", "H", "H", "H", "H", "H", "H", "H", "H", "H", "H", "H", "H", "H", "H", "H", "H", "H", "H", "H", "H", "H", "H", "H", "H", "H", "H", "H", "H", "H", "H", "H", "H", "H", "C", "C", "C", "C", "O", "H", "H", "H", "H", "H", "H", "H", "H", "H", "C", "C", "C", "S", "O", "C", "C", "C", "H", "H", "H", "H", "H", "H", "H", "H", "H", "H", "H", "H", "H", "H"], "positions_angstrom": [[0.60, 0.39, 0.95], [7.40, 0.61, 2.69], [6.72, 0.62, 3.91], [5.33, 0.55, 3.86], [4.68, 0.43, 5.08], [3.30, 0.35, 5.11], [2.49, 0.37, 3.94], [1.08, 0.26, 3.97], [0.27, 0.24, 5.23], [0.33, 0.11, 2.89], [3.19, 0.53, 2.68], [2.57, 0.61, 1.54], [4.59, 0.60, 2.68], [8.47, 0.61, 2.92], [7.18, 1.50, 2.08], [7.16, -0.27, 2.09], [5.26, 0.39, 6.00], [2.82, 0.24, 6.08], [0.86, 0.26, 6.14], [-0.37, -0.65, 5.24], [-0.40, 1.11, 5.24], [5.06, 0.70, 1.71], [2.68, 3.16, -3.75], [1.18, 3.02, -3.42], [0.41, 3.57, -4.63], [0.83, 3.72, -2.11], [0.64, 5.09, -2.18], [0.27, 5.87, -1.09], [0.10, 5.22, 0.12], [0.30, 3.85, 0.26], [0.07, 3.30, 1.66], [0.98, 3.95, 2.71], [-1.40, 3.35, 2.07], [0.69, 3.04, -0.85], [0.90, 1.70, -0.62], [1.66, 0.85, -1.42], [1.64, -0.50, -1.30], [0.92, -1.20, -0.34], [0.78, -2.57, -0.43], [0.23, -3.19, -1.57], [0.20, -4.58, -1.64], [0.63, -5.38, -0.59], [1.13, -4.76, 0.55], [1.23, -3.38, 0.64], [1.89, -2.78, 1.87], [1.17, -3.13, 3.17], [3.37, -3.17, 1.95], [-0.38, -2.38, -2.70], [-1.78, -2.89, -3.07], [0.51, -2.39, -3.94], [2.94, 2.61, -4.65], [3.32, 2.83, -2.93], [2.91, 4.22, -3.92], [0.91, 1.97, -3.33], [0.78, 4.56, -4.94], [-0.66, 3.66, -4.42], [0.53, 2.90, -5.48], [0.76, 5.58, -3.14], [0.12, 6.93, -1.19], [-0.20, 5.79, 0.99], [0.37, 2.26, 1.69], [0.80, 5.02, 2.78], [2.03, 3.79, 2.44], [0.81, 3.50, 3.68], [-1.73, 4.38, 2.19], [-1.54, 2.82, 3.02], [-2.01, 2.86, 1.31], [2.42, 1.23, -2.08], [2.32, -1.08, -1.93], [-0.21, -5.05, -2.53], [0.57, -6.46, -0.66], [1.48, -5.38, 1.37], [1.87, -1.69, 1.76], [1.13, -4.21, 3.33], [0.15, -2.74, 3.17], [1.69, -2.67, 4.02], [3.49, -4.25, 2.10], [3.85, -2.65, 2.78], [3.89, -2.90, 1.03], [-0.51, -1.35, -2.36], [-1.76, -3.91, -3.45], [-2.22, -2.24, -3.83], [-2.44, -2.85, -2.20], [0.66, -3.41, -4.31], [1.50, -1.97, -3.72], [0.07, -1.80, -4.74], [-2.16, 0.88, -4.43], [-3.01, 0.97, -3.12], [-4.35, 0.24, -3.39], [-3.33, 2.46, -2.86], [-2.34, 0.44, -2.08], [-2.76, 0.91, -5.35], [-1.61, -0.07, -4.40], [-1.42, 1.68, -4.47], [-4.87, 0.62, -4.28], [-5.03, 0.36, -2.54], [-4.15, -0.83, -3.53], [-3.80, 2.97, -3.72], [-2.40, 2.97, -2.60], [-4.00, 2.54, -2.00], [-6.42, -0.62, -0.21], [-5.02, -1.23, -0.26], [-3.97, -0.24, 0.22], [-2.30, -0.89, 0.10], [-1.51, 0.20, 0.81], [-2.46, -2.15, 1.43], [-2.50, -3.56, 0.87], [-2.51, -4.61, 1.97], [-7.17, -1.33, -0.57], [-6.47, 0.27, -0.84], [-6.68, -0.34, 0.81], [-4.78, -1.52, -1.29], [-4.99, -2.14, 0.34], [-4.12, 0.06, 1.26], [-3.91, 0.63, -0.44], [-3.33, -1.94, 2.06], [-1.56, -1.98, 2.03], [-1.63, -3.72, 0.22], [-3.38, -3.69, 0.23], [-1.63, -4.50, 2.62], [-2.49, -5.62, 1.56], [-3.40, -4.52, 2.60]]}